C33H90AsF6N6O10 | wB97M-V/def2-TZVPD

Structure (XYZ):
```
146
Properties=species:S:1:pos:R:3
As -0.157 0.380 -0.827
F -0.476 1.393 0.647
F 0.849 -0.766 0.095
F 0.120 -0.714 -2.266
F -1.103 1.384 -1.952
F 1.299 1.336 -1.244
F -1.703 -0.589 -0.490
C 0.311 -4.737 4.762
C 0.103 -3.185 4.834
C -0.246 -2.535 3.474
C -0.833 -1.103 3.459
C -1.937 -0.940 4.497
C -1.708 -1.607 5.890
N -1.053 -2.940 5.789
O -0.917 -3.603 7.014
C -0.953 -0.619 6.736
C -3.154 -1.771 6.527
C 1.469 -2.626 5.367
H -0.333 -5.162 3.992
H 0.223 -5.250 5.720
H 1.209 -5.031 4.218
H 0.649 -2.334 2.885
H -1.042 -3.123 3.016
H -1.165 -0.834 2.456
H -0.011 -0.472 3.797
H -2.816 -1.378 4.024
H -2.165 0.116 4.641
H -0.733 -1.005 7.731
H 0.009 -0.409 6.269
H -1.435 0.315 7.022
H -3.689 -2.257 5.712
H -3.152 -2.443 7.386
H -3.600 -0.802 6.752
H 2.318 -2.805 4.706
H 1.747 -2.968 6.364
H 1.428 -1.539 5.435
H -1.630 -4.245 7.012
C -4.317 -1.127 1.100
O -5.426 -0.885 1.962
H -4.069 -2.188 1.094
H -4.619 -0.907 0.076
H -3.448 -0.528 1.374
H -5.599 0.050 2.092
C 4.777 2.870 -0.954
O 3.992 1.928 -1.609
H 4.279 3.790 -0.647
H 5.336 2.377 -0.158
H 5.485 3.141 -1.738
H 3.122 1.910 -1.202
C 3.965 -2.123 -1.083
O 3.561 -3.008 -0.055
H 4.629 -2.528 -1.847
H 3.124 -1.806 -1.700
H 4.313 -1.177 -0.669
H 2.673 -2.730 0.180
C -0.248 -3.811 -1.672
O -1.499 -3.232 -1.464
H 0.181 -3.642 -2.660
H 0.436 -3.444 -0.908
H -0.355 -4.865 -1.413
H -1.529 -2.284 -1.318
C 5.096 0.443 5.621
C 5.652 1.562 4.673
C 4.478 2.091 3.787
O 4.143 1.039 2.882
C 2.937 1.170 2.167
N 6.150 2.627 5.528
H 4.374 0.863 6.321
H 5.941 -0.018 6.133
H 4.501 -0.286 5.071
H 6.530 1.216 4.127
H 4.751 3.018 3.283
H 3.665 2.435 4.425
H 2.107 1.005 2.854
H 2.880 0.376 1.423
H 2.846 2.149 1.697
H 6.669 3.257 4.933
H 6.884 2.258 6.116
C -4.137 2.038 -0.470
C -3.785 3.048 0.662
C -3.980 2.526 2.090
O -5.293 2.079 2.379
C -5.417 1.788 3.740
N -2.426 3.499 0.383
H -5.192 1.796 -0.345
H -3.522 1.156 -0.295
H -4.007 2.436 -1.477
H -4.406 3.922 0.469
H -3.613 3.329 2.730
H -3.265 1.754 2.374
H -4.628 1.099 4.042
H -6.364 1.330 4.030
H -5.275 2.704 4.314
H -2.039 3.886 1.232
H -1.925 2.622 0.348
C 2.184 7.505 -5.596
C 2.639 6.403 -4.659
C 1.532 5.918 -3.698
O 2.048 5.080 -2.696
C 1.186 4.782 -1.590
N 3.150 5.377 -5.562
H 1.507 7.087 -6.341
H 3.045 7.942 -6.101
H 1.596 8.206 -5.004
H 3.502 6.727 -4.079
H 0.854 5.368 -4.351
H 0.962 6.681 -3.167
H 0.476 3.991 -1.832
H 0.832 5.762 -1.271
H 1.831 4.431 -0.785
H 2.545 5.375 -6.370
H 3.983 5.725 -6.015
C -6.846 -1.027 -2.346
C -6.196 -0.919 -3.741
C -4.689 -0.655 -3.562
O -4.022 -0.433 -4.776
C -2.743 0.177 -4.487
N -6.236 -2.201 -4.383
H -6.455 -0.333 -1.602
H -6.565 -2.001 -1.946
H -7.932 -1.101 -2.283
H -6.713 -0.111 -4.259
H -4.201 -1.413 -2.949
H -4.670 0.263 -2.975
H -2.053 0.026 -5.318
H -2.294 -0.206 -3.571
H -2.814 1.265 -4.489
H -7.188 -2.536 -4.352
H -5.861 -2.912 -3.772
C 2.399 -4.391 -7.695
C 3.416 -4.194 -6.531
C 2.811 -4.466 -5.160
O 1.676 -3.553 -4.933
C 2.007 -2.138 -4.973
N 4.621 -4.914 -6.859
H 2.868 -4.113 -8.639
H 1.553 -3.719 -7.546
H 2.017 -5.405 -7.576
H 3.818 -3.181 -6.530
H 3.480 -4.123 -4.371
H 2.554 -5.525 -5.186
H 2.216 -1.736 -5.965
H 2.886 -1.936 -4.361
H 1.185 -1.584 -4.521
H 4.481 -5.910 -6.946
H 4.797 -4.484 -7.756
```

Properties
Highest occupied orbital energy (spin up / spin down)   -8.487 / -8.487 eV
Multiplicity   2
Molecular weight   920.0 g mol⁻¹
Largest force on an atom   2.9 eV/Å
Electronic energy   -5226.92001 Eh
Expectation value of S²   0.7544
Frontier orbital gap (spin up / spin down)   7.39 / 3.24 eV

Atom charges from the Löwdin analysis, given in e for atoms 1 to 99:
1. As 0.98
2. F -0.29
3. F -0.28
4. F -0.28
5. F -0.26
6. F -0.26
7. F -0.30
8. C -0.01
9. C -0.39
10. C -0.09
11. C -0.15
12. C -0.13
13. C -0.43
14. N 0.12
15. O 0.09
16. C -0.02
17. C 0.01
18. C 0.01
19. H 0.09
20. H 0.08
21. H 0.10
22. H 0.13
23. H 0.13
24. H 0.11
25. H 0.10
26. H 0.11
27. H 0.13
28. H 0.10
29. H 0.08
30. H 0.11
31. H 0.09
32. H 0.08
33. H 0.10
34. H 0.11
35. H 0.10
36. H 0.06
37. H 0.14
38. C -0.15
39. O -0.13
40. H 0.08
41. H 0.06
42. H 0.05
43. H 0.03
44. C -0.18
45. O -0.12
46. H 0.07
47. H 0.07
48. H 0.08
49. H 0.02
50. C -0.16
51. O -0.12
52. H 0.08
53. H 0.06
54. H 0.07
55. H 0.04
56. C -0.17
57. O -0.14
58. H 0.07
59. H 0.06
60. H 0.08
61. H 0.01
62. C -0.06
63. C -0.41
64. C -0.19
65. O -0.20
66. C -0.10
67. N 0.01
68. H 0.07
69. H 0.07
70. H 0.06
71. H 0.13
72. H 0.12
73. H 0.12
74. H 0.07
75. H 0.08
76. H 0.09
77. H 0.07
78. H 0.07
79. C -0.05
80. C -0.41
81. C -0.20
82. O -0.18
83. C -0.12
84. N 0.05
85. H 0.07
86. H 0.04
87. H 0.08
88. H 0.13
89. H 0.12
90. H 0.11
91. H 0.07
92. H 0.10
93. H 0.09
94. H 0.06
95. H 0.01
96. C -0.08
97. C -0.43
98. C -0.20
99. O -0.20



C25H38CoF3N6O2PS2 | wB97M-V/def2-TZVPD

Structure (XYZ):
```
78
Properties=species:S:1:pos:R:3
Co -0.491 0.654 0.156
C -4.159 0.888 3.052
N -2.842 0.896 3.675
C -2.645 1.802 4.803
C -1.185 2.253 4.677
N -0.754 1.661 3.429
C 0.661 1.580 3.145
C -1.698 0.835 2.901
N -1.513 0.115 1.847
C -2.420 -0.974 1.526
C -1.637 -1.971 0.692
N -1.285 -1.325 -0.563
C -0.574 -1.966 -1.437
N -0.307 -1.439 -2.677
C -0.614 -0.079 -3.038
C 0.840 -2.098 -3.263
C 0.743 -3.470 -2.623
N 0.087 -3.176 -1.358
C -0.245 -4.329 -0.549
H -4.724 1.756 3.397
H -4.727 -0.010 3.301
H -4.070 0.967 1.972
H -2.840 1.303 5.754
H -3.332 2.648 4.722
H -0.570 1.880 5.501
H -1.086 3.342 4.657
H 1.042 2.535 2.777
H 0.843 0.821 2.388
H 1.205 1.309 4.055
H -3.268 -0.636 0.920
H -2.807 -1.451 2.432
H -2.252 -2.864 0.536
H -0.743 -2.244 1.261
H -1.582 0.199 -2.627
H -0.657 -0.014 -4.126
H 0.137 0.623 -2.671
H 1.774 -1.594 -2.983
H 0.763 -2.127 -4.350
H 1.717 -3.928 -2.445
H 0.133 -4.152 -3.231
H 0.580 -5.037 -0.640
H -1.160 -4.829 -0.890
H -0.342 -4.080 0.499
C -2.476 5.472 1.250
C -1.114 5.038 0.760
O -1.180 4.729 -0.648
P -1.004 3.205 -1.112
S 0.784 2.482 -0.617
S -2.395 1.992 -0.410
O -1.185 3.373 -2.681
C -0.238 4.155 -3.438
C -0.446 3.839 -4.899
H -2.425 5.739 2.307
H -3.193 4.660 1.126
H -2.829 6.339 0.691
H -0.758 4.163 1.311
H -0.372 5.830 0.866
H 0.774 3.899 -3.115
H -0.419 5.210 -3.224
H -0.257 2.782 -5.090
H 0.240 4.430 -5.507
H -1.467 4.069 -5.201
F 6.351 -5.813 0.056
C 5.706 -5.319 -1.020
F 6.645 -4.962 -1.913
F 5.031 -6.359 -1.561
C 4.792 -4.190 -0.658
C 3.875 -4.375 0.372
C 2.996 -3.364 0.704
C 3.006 -2.146 0.010
C 3.946 -1.973 -1.012
C 4.830 -2.986 -1.345
C 2.034 -1.139 0.286
C 1.097 -0.367 0.379
H 3.854 -5.314 0.911
H 2.276 -3.505 1.500
H 3.971 -1.031 -1.543
H 5.549 -2.839 -2.139
```

Properties
Highest occupied orbital energy (spin up / spin down)   -7.646 / -7.651 eV
Multiplicity   2
Molecular weight   665.7 g mol⁻¹
Largest force on an atom   0.3 eV/Å
Electronic energy   -4274.63806 Eh
Energy above the lowest of the compared OMol25 structures with the same formula, charge and spin   0.000 eV
Expectation value of S²   0.7916
Frontier orbital gap (spin up / spin down)   8.26 / 8.26 eV

For each atom in turn, the Löwdin charge in e is:
1. Co 0.00
2. C -0.04
3. N -0.08
4. C -0.12
5. C -0.12
6. N -0.09
7. C -0.04
8. C -0.36
9. N 0.00
10. C -0.23
11. C -0.24
12. N 0.05
13. C -0.35
14. N -0.09
15. C -0.06
16. C -0.12
17. C -0.12
18. N -0.07
19. C -0.05
20. H 0.09
21. H 0.09
22. H 0.06
23. H 0.12
24. H 0.11
25. H 0.12
26. H 0.12
27. H 0.08
28. H 0.04
29. H 0.09
30. H 0.10
31. H 0.12
32. H 0.12
33. H 0.10
34. H 0.06
35. H 0.09
36. H 0.05
37. H 0.12
38. H 0.12
39. H 0.12
40. H 0.13
41. H 0.09
42. H 0.10
43. H 0.06
44. C -0.08
45. C -0.30
46. O -0.32
47. P -0.07
48. S 0.44
49. S 0.43
50. O -0.33
51. C -0.29
52. C -0.07
53. H 0.08
54. H 0.06
55. H 0.08
56. H 0.08
57. H 0.12
58. H 0.09
59. H 0.12
60. H 0.07
61. H 0.08
62. H 0.08
63. F 0.13
64. C -0.58
65. F 0.13
66. F 0.13
67. C -0.14
68. C -0.02
69. C -0.03
70. C -0.26
71. C -0.03
72. C -0.01
73. C -0.10
74. C -0.11
75. H 0.12
76. H 0.12
77. H 0.12
78. H 0.12



C24H27N3O6 | wB97M-V/def2-TZVPD

Structure (XYZ):
```
60
Properties=species:S:1:pos:R:3
C -6.533 -0.591 1.376
O -5.151 -0.326 1.368
C -4.700 0.739 0.642
C -5.497 1.589 -0.117
C -4.905 2.629 -0.816
C -3.541 2.838 -0.792
C -2.741 1.985 -0.035
N -1.351 2.088 0.017
C -0.523 3.034 -0.523
O -0.881 4.030 -1.111
C 0.902 2.663 -0.266
C 1.790 3.562 0.308
C 3.057 3.140 0.665
C 3.438 1.818 0.476
C 2.551 0.910 -0.117
C 1.304 1.356 -0.518
N 2.922 -0.438 -0.208
C 1.952 -1.458 -0.551
C 0.747 -1.490 0.392
O 0.569 -0.658 1.262
N -0.126 -2.498 0.184
C -0.080 -3.530 -0.829
C -1.340 -3.424 -1.704
O -2.509 -3.512 -0.931
C -2.552 -2.488 0.040
C -1.343 -2.575 0.974
C 4.185 -0.847 0.089
O 4.502 -2.020 0.095
C 5.212 0.268 0.299
C 6.327 -0.222 1.218
C 5.759 0.626 -1.093
O 4.661 1.428 0.913
C -3.326 0.950 0.684
H -7.102 0.248 1.788
H -6.903 -0.823 0.372
H -6.663 -1.462 2.016
H -6.565 1.456 -0.169
H -5.530 3.289 -1.399
H -3.091 3.647 -1.342
H -0.898 1.373 0.575
H 1.476 4.578 0.488
H 3.762 3.813 1.126
H 0.619 0.686 -1.011
H 2.500 -2.404 -0.483
H 1.611 -1.308 -1.582
H 0.810 -3.451 -1.448
H -0.080 -4.505 -0.328
H -1.378 -4.248 -2.418
H -1.322 -2.468 -2.253
H -3.481 -2.621 0.595
H -2.569 -1.505 -0.455
H -1.340 -1.757 1.694
H -1.360 -3.531 1.508
H 7.115 0.523 1.270
H 5.930 -0.386 2.216
H 6.726 -1.158 0.839
H 6.519 1.398 -0.996
H 4.960 1.004 -1.730
H 6.198 -0.254 -1.555
H -2.721 0.295 1.293
```

Properties
Highest occupied orbital energy   -8.252 eV
SMILES   COc1cccc(NC(=O)c2ccc3c(c2)N(CC(=O)N2CCOCC2)C(=O)C(C)(C)O3)c1
Multiplicity   1
Molecular weight   453.5 g mol⁻¹
Largest force on an atom   0.8 eV/Å
Electronic energy   -1546.50834 Eh
Energy above the lowest of the compared OMol25 structures with the same formula, charge and spin   1.257 eV
Frontier orbital gap   8.76 eV

For each atom in turn, the natural (NBO) charge in e is:
1. C -0.25
2. O -0.52
3. C 0.40
4. C -0.35
5. C -0.17
6. C -0.27
7. C 0.18
8. N -0.61
9. C 0.67
10. O -0.59
11. C -0.15
12. C -0.17
13. C -0.24
14. C 0.28
15. C 0.17
16. C -0.21
17. N -0.44
18. C -0.34
19. C 0.69
20. O -0.64
21. N -0.44
22. C -0.24
23. C -0.07
24. O -0.52
25. C -0.08
26. C -0.26
27. C 0.68
28. O -0.61
29. C 0.17
30. C -0.61
31. C -0.63
32. O -0.48
33. C -0.34
34. H 0.18
35. H 0.18
36. H 0.20
37. H 0.22
38. H 0.21
39. H 0.25
40. H 0.42
41. H 0.23
42. H 0.23
43. H 0.22
44. H 0.28
45. H 0.22
46. H 0.22
47. H 0.20
48. H 0.20
49. H 0.16
50. H 0.21
51. H 0.17
52. H 0.25
53. H 0.20
54. H 0.22
55. H 0.22
56. H 0.24
57. H 0.22
58. H 0.22
59. H 0.23
60. H 0.22